Entry 1:
72
Properties=species:S:1:pos:R:3:mulliken_spin:R:1 method="wB97M-V/def2-TZVPD" e_above_lowest_kcal_mol=86.84 multiplicity=4 e_tot_ha=-2152.05740 max_force_ev_per_a=5.5 total_charge=+4
Tc -0.20775 0.03899 0.13745 1.14
P -0.63327 -0.24244 2.48466 -0.06
P -1.60951 -1.80090 -0.25829 -0.07
P -1.59793 1.81401 0.08794 -0.05
H 4.38218 2.75532 -0.65303 0.00
C 3.58172 3.29074 -0.12532 0.00
C 3.46684 3.25464 1.21551 0.00
H 4.14636 2.66161 1.83489 0.00
C 0.36375 -1.58516 3.24071 0.01
C -2.31670 -0.70495 3.07612 0.00
C -0.30884 1.12129 3.69620 0.00
C -1.50409 -2.58160 -1.91023 0.00
C -1.35023 -3.30164 0.76578 0.01
C -3.41756 -1.51957 -0.18694 0.02
C -0.74585 3.39305 0.47245 0.01
C -3.10448 2.00346 1.12046 0.04
C -2.33463 2.17677 -1.54103 -0.01
H 2.89436 3.88388 -0.74099 0.00
H 2.69503 3.82340 1.74789 0.00
H 1.36818 -1.21743 3.48264 0.00
H 0.45933 -2.44204 2.56209 0.00
H -0.13335 -1.91564 4.16427 0.00
H -2.70422 -1.58510 2.55248 0.00
H -3.01369 0.13082 2.94966 0.00
H -2.23554 -0.93203 4.14863 0.00
H 0.60267 1.67048 3.42176 0.00
H -0.17460 0.68644 4.69833 0.00
H -1.14990 1.82738 3.73400 0.00
H -2.32683 -2.21214 -2.53404 0.00
H -1.58034 -3.67332 -1.80924 0.00
H -0.55865 -2.31849 -2.39530 0.00
H -1.99976 -4.09047 0.36230 0.00
H -1.58448 -3.14689 1.82343 0.00
H -0.30726 -3.63482 0.68287 0.00
H -3.91160 -2.43921 -0.52899 0.00
H -3.69320 -0.69603 -0.85814 0.00
H -3.75925 -1.27948 0.82428 0.00
H -1.40104 4.22557 0.18329 0.00
H 0.20752 3.46567 -0.06843 0.00
H -0.53265 3.44884 1.54822 0.00
H -3.68074 2.85397 0.73236 0.00
H -2.84291 2.20287 2.16506 0.00
H -3.72580 1.10397 1.05759 -0.01
H -3.02110 3.02460 -1.42537 0.00
H -2.88279 1.30344 -1.91326 0.01
H -1.55767 2.43514 -2.26779 0.03
C 0.28041 0.45126 -3.24080 0.13
C -0.05250 -0.24921 -4.44168 0.26
C -0.41966 0.45803 -5.57034 0.30
C -0.36201 1.85644 -5.58151 0.15
C 0.15531 2.54481 -4.47740 0.26
C 0.53673 1.85887 -3.33390 0.18
O 0.28775 -0.19241 -2.11324 0.47
H 0.35458 1.08527 1.31381 -0.04
H -0.09027 -1.33604 -4.39323 0.02
H -0.75177 -0.08602 -6.45681 0.01
H -0.68985 2.41198 -6.45832 0.01
H 0.27084 3.62657 -4.51527 0.00
H 0.95212 2.36370 -2.46203 0.12
N 4.68399 -3.71736 1.43035 0.01
C 3.84627 -2.76619 0.96057 0.01
C 3.69999 -1.51890 1.60501 0.01
C 2.69756 -0.65776 1.18789 -0.01
N 1.77556 -1.00582 0.25382 0.01
C 2.03740 -2.10786 -0.49307 0.03
C 3.04594 -3.00312 -0.17610 0.00
H 5.22409 -3.57963 2.27646 0.00
H 4.77411 -4.60764 0.96008 0.00
H 4.31437 -1.26070 2.46576 0.00
H 2.59997 0.33883 1.63509 0.00
H 1.40692 -2.27264 -1.36976 -0.01
H 3.16238 -3.91146 -0.76233 0.00

---

Entry 2:
111
Properties=species:S:1:pos:R:3:lowdin_charge:R:1 method="wB97M-V/def2-TZVPD" e_tot_ha=-6665.81495 max_force_ev_per_a=10.4 total_charge=0
C 6.30592 -0.33640 1.14601 0.17
C 5.65419 0.37739 0.45390 -0.11
C 4.69923 0.93320 -0.50135 -0.15
N 3.32902 0.72273 -0.01058 0.01
C 2.79935 -0.51869 -0.12084 -0.37
P 3.80273 -1.95290 -0.82000 0.96
P 2.54111 -3.66773 -1.18926 0.24
O 1.74605 -4.07329 -0.05460 -0.21
O 1.62727 -3.44349 -2.59493 -0.62
O 3.51215 -4.85792 -1.58379 -0.11
C 1.46398 -0.70934 0.33467 -0.18
C 0.73873 0.31143 0.89536 -0.33
P -0.89834 -0.24397 1.37841 0.53
S -2.09670 -0.87526 -0.06854 0.15
C 1.33308 1.55547 1.00957 -0.09
C 0.59413 2.69589 1.64451 -0.11
O 0.37511 3.70875 0.65731 -0.12
C -0.94096 4.17117 0.55994 -0.35
C -1.75968 3.39267 -0.48586 -0.19
O -3.06011 3.24676 0.00780 -0.16
C -3.91356 2.59014 -0.92788 -0.26
C -5.20030 2.20895 -0.19368 -0.03
C 2.61889 1.73332 0.54859 -0.08
C 3.20953 3.09602 0.67855 -0.13
C 3.27474 3.81626 -0.67248 -0.24
C 4.50136 4.67353 -0.91374 -0.57
Cl 5.01930 5.54070 0.54396 0.64
H 6.86398 -1.00188 1.75719 0.06
H 4.92551 1.98741 -0.60632 0.11
H 4.83699 0.49708 -1.48528 0.11
H 4.21583 -1.51632 -2.10525 -0.05
H 2.28414 -3.13703 -3.26937 0.03
H 4.41793 -4.56776 -1.76488 0.09
H 0.95746 -1.69021 0.26004 0.08
H -0.61055 -1.31652 2.23606 0.02
H -1.59280 0.69103 2.14835 0.02
H -0.31599 2.37206 2.13485 0.11
H 1.21806 3.11814 2.42925 0.15
H -0.86094 5.24021 0.26444 -0.12
H -1.45698 4.18032 1.53824 0.11
H -1.72498 3.95343 -1.42605 0.14
H -1.26138 2.42836 -0.62858 0.12
H -4.16291 3.23297 -1.77613 0.12
H -3.46301 1.67380 -1.31157 0.09
H -5.36476 2.97956 0.55659 0.08
H -5.03318 1.25556 0.29721 0.06
H -6.05556 2.18657 -0.85897 0.09
H 2.65170 3.71072 1.36067 0.11
H 4.20149 2.99308 1.12209 0.12
H 2.44071 4.50299 -0.78153 0.11
H 3.21503 3.13158 -1.52236 0.12
H 4.25867 5.42943 -1.65696 0.05
H 5.35860 4.13271 -1.31062 0.07
C -1.29691 -4.29780 -5.04727 -0.22
C -1.51002 -4.07129 -3.68612 -0.35
C -2.68511 -3.45162 -3.25500 -0.27
C -3.63913 -3.06758 -4.19823 -0.31
C -3.42939 -3.28208 -5.55782 -0.08
C -2.25108 -3.90094 -5.97990 -0.14
N -4.89163 -2.43718 -3.74492 -0.34
O -5.01303 -2.26500 -2.55166 0.13
O -5.69529 -2.15324 -4.59131 0.17
H -0.38526 -4.78631 -5.37714 0.13
H -0.76277 -4.38246 -2.95960 0.12
H -2.83862 -3.28287 -2.19037 0.13
H -4.16241 -2.97789 -6.29386 0.15
H -2.07722 -4.07208 -7.03340 0.13
F 2.34555 8.82203 -0.81774 -0.20
Al 3.40053 8.56440 -2.12308 -0.23
F 3.06817 9.65413 -3.35928 -0.22
F 3.19249 6.95094 -2.67372 -0.21
F 4.99303 8.77753 -1.61865 -0.18
C -6.17052 -1.92085 2.15949 -0.14
O -5.07874 -1.56083 1.31249 -0.18
H -5.93420 -1.58744 3.16633 0.08
H -7.09172 -1.43602 1.82864 0.08
H -6.31175 -3.00394 2.16823 0.08
H -5.29200 -1.85840 0.42377 0.05
C 1.61190 -1.35280 3.95150 -0.81
O 2.77102 -1.61569 4.26647 0.02
O 0.68281 -2.37767 3.95828 0.00
O 1.15856 -0.23609 3.54703 -0.10
H 1.23257 -3.16658 4.25461 0.06
Cs 0.60729 -1.26463 -2.75584 1.17
C -0.24539 9.46210 -5.29366 -1.01
Cl -1.23768 10.12476 -3.97973 0.49
Cl 0.93456 8.29852 -4.70646 0.58
H -0.90252 8.97360 -6.00292 0.02
H 0.28201 10.27908 -5.77111 0.03
C 2.77661 -6.60099 8.15730 -0.09
C 2.97926 -5.14561 7.74981 -0.28
O 3.65956 -4.94667 6.53347 -0.11
C 2.92952 -5.10766 5.28814 -0.50
O 1.80453 -4.44882 5.25157 -0.15
C 2.73209 -6.60435 4.89803 -0.55
F 3.80172 -7.37483 5.23891 0.09
F 2.61890 -6.72252 3.55045 0.09
F 1.65202 -7.20676 5.42100 0.11
H 3.67208 -7.18945 7.95502 0.07
H 2.54328 -6.66131 9.22422 0.06
H 1.94547 -7.05646 7.62550 0.05
H 3.62519 -4.68265 8.50276 0.11
H 2.03571 -4.59190 7.77142 0.11
H 3.71484 -4.79048 4.56228 0.14
Cs -3.39359 -5.68588 -4.08781 1.70
Cs -2.07048 6.82805 0.85888 1.25
F -7.72529 0.22566 -3.26803 -0.22
Al -9.13695 -0.53116 -3.85931 -0.18
F -10.46896 0.45758 -3.56603 -0.19
F -9.32961 -2.02229 -3.07424 -0.20
F -8.96327 -0.80201 -5.52362 -0.20

---

Entry 3:
17
Properties=species:S:1:pos:R:3:lowdin_charge:R:1 method="wB97M-V/def2-TZVPD" e_above_lowest_kcal_mol=41.14 smiles="O=C(O)[C@@]1(O)CC[C@H]1O" e_tot_ha=-496.23709 max_force_ev_per_a=4.1 total_charge=0
O 3.51090 -0.97849 -1.53453 0.14
C 2.65443 -0.93199 -0.67030 -0.43
O 2.57851 0.13707 0.10332 0.11
C 1.42744 -1.81403 -0.88383 -0.40
O 1.81220 -2.99392 -1.50975 0.04
C 0.47573 -1.99890 0.31968 -0.07
C -0.50348 -0.95760 -0.26379 -0.10
C 0.29740 -0.96699 -1.57689 -0.25
O 0.53862 0.30837 -2.21914 -0.01
H 1.88333 0.79352 -0.21419 0.15
H 2.60198 -2.81634 -2.03840 0.10
H 0.05911 -3.01232 0.28793 0.12
H 0.88316 -1.82416 1.32354 0.12
H -1.55881 -1.24284 -0.33726 0.11
H -0.45164 0.01174 0.25444 0.11
H -0.17240 -1.62627 -2.31880 0.16
H 0.50307 1.03728 -1.59263 0.08

---

Entry 4:
101
Properties=species:S:1:pos:R:3:lowdin_charge:R:1 method="wB97M-V/def2-TZVPD" smiles="CCOC(=O)OC.CCOC(=O)OC.CCOC(=O)OC.CCOC(=O)OC.CCOC(=O)OC.O=C1OCCO1.ClCCCl.ClCCCl" e_tot_ha=-4255.04062 max_force_ev_per_a=5.6 total_charge=0
C 10.71430 7.00417 0.88559 -0.07
C 9.86458 7.18253 2.10695 -0.23
O 9.82966 8.60493 2.31826 0.04
C 8.88902 9.19870 3.00687 -0.51
O 7.99595 8.68420 3.70662 0.07
O 9.03235 10.57819 2.80968 -0.02
C 8.07307 11.46559 3.41154 -0.05
H 10.39749 7.65154 0.06789 0.09
H 10.68406 5.93026 0.70141 0.08
H 11.74905 7.23193 1.14157 0.08
H 10.29385 6.69451 2.98197 0.10
H 8.88834 6.71629 1.97399 0.10
H 8.26796 12.51417 3.18664 0.10
H 8.04530 11.47991 4.50109 0.07
H 7.09761 11.17070 3.02473 0.08
C 11.12085 6.59591 9.82582 -0.05
C 10.22721 7.55374 10.72551 -0.16
O 10.07540 8.78753 9.95103 0.00
C 9.47998 9.88321 10.50385 -0.58
O 9.01194 10.01347 11.63984 0.10
O 9.43646 10.70292 9.52339 0.00
C 8.89222 12.01961 9.61169 -0.02
H 11.74634 5.85611 10.32537 0.07
H 11.81633 7.18688 9.22986 0.07
H 10.51098 6.12379 9.05557 0.03
H 10.79065 7.78194 11.63025 0.11
H 9.32315 7.11089 11.14344 0.11
H 9.49488 12.74988 10.15170 0.10
H 7.85644 12.08342 9.94516 0.10
H 8.92753 12.37961 8.58346 0.08
C 4.87832 13.55054 3.29702 -0.06
C 4.88204 13.90100 4.75175 -0.23
O 3.89540 13.15655 5.43391 0.02
C 2.78047 13.74449 5.90844 -0.55
O 2.33220 14.81951 5.54076 0.12
O 2.28281 12.94229 6.87190 -0.01
C 1.24402 13.40848 7.74744 -0.04
H 5.22172 12.51859 3.22458 0.05
H 5.71925 14.11226 2.89031 0.09
H 3.92056 13.73251 2.80949 0.09
H 4.84706 14.97842 4.91314 0.13
H 5.85869 13.57059 5.10542 0.12
H 0.29133 13.09108 7.32349 0.09
H 1.23229 14.48035 7.94505 0.10
H 1.19808 12.86843 8.69313 0.09
C 2.31604 8.41670 2.27445 -0.04
C 0.82060 8.61641 1.76893 -0.14
O 0.52926 7.61977 0.74022 0.01
C 0.22320 6.35018 0.96779 -0.57
O 0.08979 5.78652 2.05863 0.09
O 0.18922 5.76412 -0.23626 0.00
C 0.05653 4.35224 -0.34642 -0.04
H 2.45677 7.40135 2.64506 0.07
H 2.57605 9.18988 2.99742 0.05
H 3.01841 8.51589 1.44684 0.07
H 0.52584 9.57657 1.34550 0.12
H 0.10201 8.49376 2.57929 0.11
H 0.19470 3.84764 0.60981 0.09
H 0.81497 3.88944 -0.97783 0.09
H -0.92053 4.13321 -0.77709 0.09
C 16.25657 10.76023 7.71063 -0.07
C 15.00962 11.52716 8.11759 -0.18
O 13.84549 10.78961 7.68444 0.04
C 12.75088 11.24242 7.13210 -0.58
O 12.51838 12.35676 6.68637 0.11
O 11.82229 10.27732 7.21206 0.00
C 10.52549 10.43877 6.71470 -0.07
H 17.24908 11.19292 7.83636 0.08
H 16.17387 10.46668 6.66417 0.08
H 16.29761 9.77800 8.18143 0.07
H 15.03728 12.52397 7.67745 0.12
H 14.92801 11.59809 9.20222 0.12
H 9.86990 11.07809 7.30595 0.06
H 10.14260 9.41852 6.73911 0.05
H 10.47529 10.84975 5.70640 0.10
O 7.42677 10.93124 6.89063 0.11
C 6.43402 10.37083 6.39234 -0.60
O 5.97895 10.62723 5.17541 0.03
C 4.87117 9.83697 4.88651 -0.15
C 4.94850 8.75936 5.88984 -0.10
O 5.85471 9.35630 6.86035 0.09
H 3.98979 10.47636 4.93602 0.13
H 4.81986 9.51220 3.84728 0.13
H 5.28771 7.83800 5.41643 0.09
H 4.07479 8.50306 6.48905 0.12
Cl 5.93365 6.63877 8.78315 0.61
C 4.51857 5.54770 9.04767 -0.59
C 4.40549 4.60572 7.83760 -0.61
Cl 4.21932 5.53374 6.28674 0.57
H 3.62945 6.17744 9.07911 0.07
H 4.53482 4.91230 9.93316 0.08
H 3.57330 3.91453 7.97110 0.07
H 5.26873 3.95292 7.70812 0.06
Cl 7.69374 5.36314 4.36972 0.54
C 7.95022 5.16616 6.17762 -0.58
C 8.55534 6.44539 6.66536 -0.63
Cl 10.27098 6.83556 6.09915 0.57
H 8.63881 4.35025 6.39723 0.08
H 6.94329 5.07324 6.58451 0.00
H 8.63765 6.39573 7.75111 0.03
H 7.92676 7.31137 6.45783 0.05